[1]
Density functional theory data (the ωB97M-V functional and the def2-TZVPD basis) for a structure of composition C29H62IO14PS7Si2 at a distorted geometry.

Results
E_HOMO (eV): -7.95
Frontier orbital gap (eV): 8.3
Strongest force on any atom (Eh/bohr): 0.0279
Electronic energy (eV): -168735.061
Net charge: 0

Each line ends with the Mulliken charge.
Geometry (Å):
C -3.498 -2.544 3.871  -1.359
C -2.282 -1.870 3.210  -0.147
I -2.653 -1.260 1.188  -0.019
C -1.011 -2.756 3.317  -0.446
Si -0.181 -2.277 4.906  -0.005
O 0.548 -0.783 4.676  0.330
Si 1.326 -0.155 6.018  0.140
C 0.678 1.599 6.275  -0.451
C 1.435 2.237 7.397  -0.120
O 1.000 2.290 8.518  -0.475
P 1.355 -3.771 5.599  0.156
S 0.957 -5.612 5.011  -0.425
H -4.135 -2.955 3.102  0.398
H -4.043 -1.800 4.450  0.337
H -3.186 -3.320 4.552  0.393
H -2.067 -0.954 3.757  0.442
H -1.269 -3.806 3.237  0.156
H -0.335 -2.449 2.519  0.544
H -1.183 -2.152 5.984  -0.097
H 2.782 -0.202 5.800  -0.146
H 0.922 -0.962 7.193  -0.135
H 0.762 2.148 5.336  0.357
H -0.383 1.503 6.497  0.273
H 2.442 2.613 7.135  0.347
H 1.361 -3.806 7.010  0.109
H 2.644 -3.309 5.249  -0.045
C 0.822 2.768 -2.085  0.027
C -0.657 2.384 -1.991  -0.576
C -0.815 1.446 -0.786  -0.524
S 0.493 1.886 0.367  1.165
O 1.406 0.777 0.483  -0.613
O -0.078 2.511 1.536  -0.688
C 1.245 3.138 -0.666  -0.775
H 0.978 3.588 -2.776  -0.198
H 1.405 1.912 -2.435  0.290
H -1.257 3.284 -1.839  0.200
H -1.008 1.910 -2.906  0.390
H -1.775 1.568 -0.291  0.313
H -0.672 0.403 -1.063  0.275
H 2.322 3.134 -0.517  0.438
H 0.829 4.101 -0.369  0.313
C 5.900 -4.842 1.741  -0.564
C 5.335 -5.773 2.822  -0.798
C 4.325 -4.962 3.644  -0.222
S 3.675 -3.703 2.538  1.107
O 4.082 -2.409 3.027  -0.668
O 2.296 -3.987 2.236  -0.541
C 4.696 -4.132 1.132  -0.783
H 6.463 -5.389 0.987  0.357
H 6.571 -4.110 2.197  0.277
H 4.830 -6.617 2.348  0.297
H 6.121 -6.177 3.458  0.355
H 3.497 -5.573 4.003  -0.014
H 4.803 -4.454 4.480  0.412
H 4.952 -3.230 0.583  0.416
H 4.117 -4.806 0.500  0.328
C 0.067 8.332 -4.076  -0.420
C -0.630 7.920 -5.377  -0.760
C 0.083 6.668 -5.904  -0.743
S 0.752 5.830 -4.463  1.181
O 2.191 5.851 -4.535  -0.694
O 0.023 4.604 -4.243  -0.676
C 0.223 7.048 -3.265  -0.752
H -0.503 9.081 -3.531  0.350
H 1.043 8.755 -4.300  0.221
H -1.678 7.687 -5.173  0.324
H -0.611 8.722 -6.113  0.355
H -0.596 5.994 -6.419  0.400
H 0.918 6.923 -6.555  0.363
H 0.964 7.121 -2.471  0.452
H -0.733 6.716 -2.858  0.365
C 0.857 13.231 -1.885  -0.547
C 2.371 13.117 -1.661  -0.609
C 2.926 12.184 -2.746  -0.636
S 1.824 12.348 -4.157  1.028
O 1.157 11.085 -4.370  -0.545
O 2.507 13.020 -5.230  -0.689
C 0.674 13.476 -3.380  -0.718
H 0.419 14.033 -1.294  0.346
H 0.369 12.296 -1.598  0.278
H 2.828 14.104 -1.755  0.297
H 2.604 12.742 -0.666  0.328
H 3.931 12.460 -3.053  0.346
H 2.908 11.143 -2.431  0.352
H -0.333 13.270 -3.736  0.388
H 0.970 14.487 -3.655  0.358
C -2.720 -6.787 0.485  0.029
C -3.202 -8.079 1.156  -0.590
C -3.549 -7.738 2.611  -0.817
S -4.029 -6.006 2.612  1.024
O -3.061 -5.259 3.379  -0.509
O -5.440 -5.892 2.884  -0.744
C -3.725 -5.713 0.875  -0.515
H -2.662 -6.895 -0.595  -0.383
H -1.727 -6.524 0.861  0.391
H -4.092 -8.444 0.639  0.261
H -2.449 -8.865 1.108  0.430
H -4.377 -8.332 2.991  0.364
H -2.687 -7.843 3.268  0.362
H -3.355 -4.698 0.737  0.324
H -4.670 -5.844 0.349  0.321
C -2.925 -8.808 -5.574  -0.591
C -2.258 -9.650 -4.477  -0.705
C -1.938 -8.710 -3.308  -0.537
S -3.155 -7.389 -3.383  1.135
O -2.479 -6.153 -3.675  -0.666
O -4.064 -7.504 -2.269  -0.649
C -3.976 -7.958 -4.866  -0.708
H -3.372 -9.431 -6.347  0.354
H -2.182 -8.164 -6.048  0.293
H -2.949 -10.428 -4.146  0.309
H -1.358 -10.145 -4.838  0.340
H -2.017 -9.208 -2.345  0.294
H -0.954 -8.257 -3.411  0.405
H -4.308 -7.101 -5.447  0.400
H -4.831 -8.559 -4.560  0.328

=====

[2]
Density functional theory data (the ωB97M-V functional and the def2-TZVPD basis) for a cluster of 9 separate species, C29H62NO13 in total at a distorted geometry.

Results
Relative energy (zero: lowest compared OMol25 entry of this formula, charge and spin) (kJ/mol): 201.28
E_HOMO (eV): -11.68
Frontier orbital gap (eV): 9.9
Strongest force on any atom (Eh/bohr): 0.1739
Electronic energy (eV): -59171.014
Net charge: +1

Each line ends with the Mulliken charge.
Geometry (Å):
N 0.112 0.156 0.358  0.851
H -0.435 -0.251 -0.419  -0.135
H 0.941 0.471 -0.181  0.119
H 0.372 -0.711 0.969  0.255
H -0.073 1.040 0.929  0.092
O 0.722 -3.286 2.027  -0.424
C 0.797 -4.451 1.813  0.757
O 1.167 -5.066 0.624  -0.352
C 1.662 -4.175 -0.418  0.490
C 2.070 -5.057 -1.663  -1.120
C 0.294 -5.417 2.788  -1.187
H 2.608 -3.683 -0.095  0.147
H 0.934 -3.248 -0.581  -0.112
H 2.460 -4.484 -2.529  0.210
H 1.174 -5.607 -2.093  0.289
H 3.005 -5.582 -1.236  0.351
H -0.373 -6.260 2.436  0.305
H -0.398 -5.025 3.705  0.276
H 1.148 -5.877 3.295  0.335
O -0.876 0.690 -2.611  -0.397
C -1.339 0.010 -3.547  0.675
O -0.739 -1.041 -4.126  -0.312
C 0.619 -1.422 -3.800  1.293
C 1.102 -2.511 -4.721  -2.215
C -2.752 0.143 -3.966  -0.608
H 0.487 -1.700 -2.851  -0.460
H 1.538 -0.692 -3.896  -0.087
H 2.029 -3.051 -4.665  0.440
H 1.302 -2.211 -5.643  0.543
H 0.617 -3.319 -4.644  0.747
H -3.168 0.822 -3.313  -0.003
H -3.201 -0.940 -3.919  0.135
H -2.965 0.556 -5.062  0.306
O -2.917 0.912 0.293  -0.262
C -4.066 0.718 0.719  0.662
O -5.103 1.448 0.456  -0.340
C -5.003 2.541 -0.442  0.592
C -6.431 2.895 -0.748  -2.065
C -4.384 -0.509 1.574  -1.015
H -4.543 2.253 -1.472  -0.060
H -4.346 3.340 0.089  0.144
H -7.044 3.059 0.097  0.430
H -6.768 2.208 -1.269  0.586
H -6.513 3.754 -1.237  0.569
H -3.813 -1.267 1.196  -0.038
H -5.392 -0.709 1.475  0.474
H -4.109 -0.478 2.530  0.345
O 2.146 0.882 2.191  -0.215
C 3.160 1.434 2.658  0.622
O 3.189 1.689 4.065  -0.405
C 1.978 1.552 4.939  0.431
C 2.412 1.750 6.403  -1.875
C 4.299 1.911 1.902  -1.233
H 1.355 0.544 4.913  0.156
H 1.285 2.491 4.596  0.037
H 1.564 1.807 6.977  0.509
H 2.823 2.619 6.653  0.546
H 3.029 1.061 6.844  0.449
H 5.318 1.737 2.459  0.337
H 4.294 2.869 2.014  0.453
H 4.206 1.555 0.905  0.176
O 0.945 3.014 -0.069  -0.443
C 0.532 3.882 -0.827  0.492
O 1.213 4.523 -1.767  -0.281
C 2.643 4.447 -1.781  0.064
C 3.237 4.929 -3.144  -1.380
C -0.952 4.163 -1.038  -0.653
H 3.027 3.422 -1.670  0.032
H 2.945 5.099 -0.966  0.353
H 2.888 4.256 -3.907  0.336
H 4.251 5.026 -2.969  0.445
H 2.794 5.899 -3.305  0.366
H -1.750 4.164 -0.034  0.062
H -1.394 3.469 -1.600  0.106
H -0.889 5.195 -1.414  0.431
C 3.865 0.315 -2.694  -1.714
C 3.916 -0.738 -1.655  1.158
O 2.953 -0.804 -0.693  -0.409
C 5.116 -1.660 -1.663  -1.501
H 4.097 -0.169 -3.491  0.732
H 4.823 1.011 -2.674  0.379
H 3.015 1.000 -2.695  0.216
H 5.057 -2.453 -2.395  0.345
H 5.312 -2.211 -0.748  0.388
H 6.138 -1.175 -1.925  0.353
C -2.305 -3.922 -2.593  -1.119
C -2.271 -3.459 -1.187  0.710
O -1.505 -2.387 -0.990  -0.305
C -2.791 -4.192 0.061  -1.167
H -1.442 -4.144 -3.074  0.204
H -2.893 -3.452 -3.298  0.335
H -2.846 -4.932 -2.734  0.368
H -3.771 -4.745 0.032  0.451
H -2.939 -3.501 0.907  0.179
H -2.249 -5.164 0.305  0.232
C -2.558 2.835 3.303  -0.981
C -1.858 1.669 4.145  0.760
O -1.304 0.755 3.419  -0.328
C -1.609 1.874 5.604  -1.657
H -2.105 3.007 2.241  0.053
H -2.638 3.815 3.837  0.464
H -3.565 2.733 3.321  0.484
H -1.030 1.184 6.115  0.417
H -2.567 1.789 6.119  0.417
H -1.007 2.747 5.847  0.386

=====

[3]
Density functional theory data (the ωB97M-V functional and the def2-TZVPD basis) for a cluster of 3 separate species, C29H63BrCl2N2OP in total at a distorted geometry.

Results
E_HOMO (eV): -3.15
Frontier orbital gap (eV): 5.5
Strongest force on any atom (Eh/bohr): 0.0895
Electronic energy (eV): -140493.690
Net charge: -1

Each line ends with the Mulliken charge.
Geometry (Å):
C -1.159 2.303 2.163  -0.823
C -2.083 2.211 1.131  -0.425
P -1.607 2.543 -0.749  1.234
C -0.571 0.940 -0.725  -1.081
Br 0.321 3.715 0.033  -0.444
C -3.238 1.731 -1.338  -1.509
C -3.233 0.352 -2.011  -0.576
C -3.361 -0.860 -1.032  -0.531
C -3.015 -2.208 -1.684  -1.312
C -1.559 -2.316 -2.182  -0.616
C -0.519 -2.593 -1.078  -0.849
C 0.871 -2.762 -1.777  -0.985
C 2.063 -2.249 -0.925  -0.822
C 2.986 -1.269 -1.703  -0.543
C 3.525 -0.147 -0.787  0.170
O 4.621 0.496 -1.415  -0.370
C 4.878 1.775 -0.852  -0.586
C -1.100 3.023 -2.565  -0.224
Cl -0.573 1.842 -3.792  -0.273
C -1.085 4.263 -3.025  0.740
C -0.647 4.623 -4.451  -1.299
Cl -1.535 5.667 -2.062  -0.207
H -0.477 1.464 2.355  0.179
H -1.105 3.204 2.796  0.224
H -3.119 1.987 1.443  0.226
H -2.359 3.744 -0.582  0.165
H -0.909 0.323 0.122  0.205
H 0.470 1.190 -0.473  0.228
H -0.529 0.301 -1.617  -0.073
H -3.667 2.448 -2.068  0.523
H -3.993 1.705 -0.531  0.507
H -4.151 0.280 -2.631  0.506
H -2.413 0.123 -2.700  0.082
H -2.842 -0.699 -0.078  0.324
H -4.439 -0.899 -0.781  0.459
H -3.675 -2.466 -2.531  0.367
H -3.176 -3.013 -0.944  0.374
H -1.517 -3.181 -2.874  0.405
H -1.203 -1.454 -2.763  0.445
H -0.466 -1.801 -0.320  0.541
H -0.717 -3.557 -0.579  0.588
H 0.824 -2.122 -2.676  0.439
H 1.009 -3.785 -2.162  0.447
H 2.703 -3.126 -0.717  0.277
H 1.770 -1.853 0.057  0.537
H 2.487 -0.824 -2.576  0.305
H 3.877 -1.790 -2.097  0.342
H 2.674 0.533 -0.605  -0.233
H 3.870 -0.624 0.151  0.241
H 4.004 2.184 -0.324  0.252
H 5.731 1.767 -0.151  0.248
H 5.133 2.459 -1.677  0.231
H -1.294 4.044 -5.125  0.302
H -0.675 5.700 -4.630  0.367
H 0.365 4.217 -4.603  0.304
C 0.689 -6.870 -0.375  -1.355
C -0.215 -8.022 -0.786  -0.339
N -1.542 -7.595 -1.193  0.164
C -2.475 -8.699 -1.342  -0.706
C -2.199 -9.735 -2.438  -0.970
C -1.592 -6.589 -2.244  0.060
C -0.933 -6.921 -3.588  -1.260
H 0.239 -6.282 0.427  0.314
H 1.643 -7.256 -0.012  0.470
H 0.907 -6.206 -1.213  0.219
H -0.316 -8.683 0.080  0.449
H 0.294 -8.607 -1.567  0.238
H -3.482 -8.297 -1.486  0.349
H -2.518 -9.229 -0.384  0.430
H -2.449 -9.354 -3.428  0.225
H -2.820 -10.619 -2.274  0.395
H -1.160 -10.066 -2.446  0.274
H -1.134 -5.673 -1.861  -0.419
H -2.634 -6.313 -2.421  0.408
H 0.036 -7.408 -3.470  0.260
H -0.766 -6.000 -4.152  0.451
H -1.566 -7.557 -4.206  0.354
C 2.278 4.828 3.436  -1.335
C 1.451 6.016 3.902  -0.374
N 1.156 6.004 5.327  0.145
C 0.161 6.991 5.712  -0.681
C 0.513 8.474 5.543  -0.981
C 2.302 5.899 6.211  -0.731
C 3.386 6.980 6.116  -0.973
H 1.790 3.885 3.687  0.278
H 2.397 4.867 2.353  0.352
H 3.281 4.829 3.872  0.352
H 0.505 5.982 3.354  0.473
H 1.958 6.942 3.593  0.162
H -0.129 6.816 6.753  0.358
H -0.745 6.793 5.130  0.390
H 1.196 8.820 6.319  0.222
H -0.394 9.079 5.628  0.401
H 0.955 8.688 4.569  0.280
H 2.777 4.929 6.039  0.386
H 1.950 5.844 7.246  0.359
H 3.628 7.238 5.083  0.255
H 4.307 6.621 6.584  0.366
H 3.100 7.891 6.641  0.284

=====

[4]
Density functional theory data (the ωB97M-V functional and the def2-TZVPD basis) for a structure of composition C29H64As3F18N3 at a distorted geometry.

Results
E_HOMO (eV): -11.11
Frontier orbital gap (eV): 11.0
Strongest force on any atom (Eh/bohr): 0.0653
Electronic energy (eV): -267022.043
Net charge: 0

Each line ends with the Mulliken charge.
Geometry (Å):
C 15.480 16.340 11.912  -1.588
C 16.332 16.863 13.093  -0.471
C 17.601 15.966 13.117  0.574
N 18.521 16.272 14.249  0.531
C 19.827 15.565 14.053  0.180
C 20.703 16.294 13.099  -0.722
C 20.876 17.754 13.341  -0.970
C 19.513 18.399 13.361  -0.519
C 18.735 17.722 14.480  -0.992
C 17.822 15.683 15.504  -1.043
H 15.301 15.273 12.069  0.040
H 15.964 16.450 10.945  0.466
H 14.553 16.866 11.851  0.514
H 15.796 16.778 14.026  0.435
H 16.390 17.962 12.987  0.400
H 18.088 16.029 12.172  0.743
H 17.364 14.914 13.264  -1.176
H 19.648 14.563 13.770  -0.460
H 20.348 15.605 14.979  0.508
H 20.314 16.247 12.105  0.221
H 21.651 15.757 13.043  0.555
H 21.526 18.206 12.615  0.477
H 21.423 17.987 14.280  0.313
H 19.063 18.129 12.395  0.211
H 19.589 19.472 13.505  0.414
H 17.772 18.181 14.708  0.510
H 19.249 17.784 15.458  0.610
H 17.572 14.675 15.233  0.184
H 16.966 16.312 15.622  0.531
H 18.648 15.740 16.270  0.418
C 20.802 9.686 9.693  -1.287
C 19.433 10.305 9.225  -0.694
C 18.681 10.533 10.564  -0.253
N 17.507 11.528 10.458  1.064
C 16.567 11.078 9.278  0.285
C 15.780 9.819 9.566  -1.327
C 14.899 9.846 10.803  0.009
C 15.834 10.205 11.961  -0.867
C 16.633 11.507 11.747  0.600
C 17.979 12.963 10.253  -1.018
H 20.586 8.940 10.424  0.364
H 21.490 10.422 10.109  0.298
H 21.195 9.209 8.766  0.424
H 18.875 9.609 8.581  0.392
H 19.579 11.225 8.600  0.302
H 19.487 10.902 11.202  -0.009
H 18.237 9.600 10.916  0.471
H 17.217 11.095 8.407  0.785
H 15.839 11.876 9.122  -0.557
H 16.515 8.988 9.735  0.314
H 15.091 9.609 8.717  0.519
H 14.528 8.880 11.018  0.548
H 14.077 10.571 10.695  -0.243
H 16.527 9.360 12.096  0.208
H 15.330 10.455 12.916  0.235
H 17.242 11.697 12.593  -0.383
H 15.861 12.309 11.579  -0.197
H 18.312 13.031 9.210  0.528
H 18.772 13.196 10.985  0.121
H 17.066 13.611 10.326  0.199
C 8.864 13.239 17.131  -1.453
C 9.923 12.321 16.644  -0.144
C 9.680 12.009 15.169  -0.623
C 10.822 11.370 14.400  -0.215
N 10.443 11.004 12.988  0.430
C 9.546 9.806 12.896  -0.422
C 10.420 8.620 13.214  -1.033
C 11.782 9.070 12.579  -0.505
C 11.607 10.509 12.261  -0.421
C 9.837 12.149 12.233  -1.316
C 10.604 13.413 12.010  0.754
C 9.652 14.459 11.540  -1.709
H 8.861 14.209 16.642  0.365
H 9.048 13.457 18.193  0.423
H 7.924 12.732 17.026  0.338
H 9.982 11.400 17.229  0.399
H 10.884 12.825 16.751  0.150
H 9.466 12.955 14.666  0.278
H 8.829 11.358 15.049  0.285
H 11.238 10.465 14.810  0.647
H 11.645 12.070 14.359  -0.253
H 9.136 9.787 11.864  0.495
H 8.695 9.955 13.581  0.435
H 10.047 7.671 12.797  0.425
H 10.479 8.486 14.295  0.336
H 11.913 8.484 11.682  0.564
H 12.557 8.719 13.302  0.294
H 11.349 10.754 11.274  0.451
H 12.503 11.112 12.556  -0.198
H 8.905 12.435 12.804  0.438
H 9.574 11.751 11.229  0.672
H 11.412 13.296 11.259  0.093
H 11.096 13.802 12.949  -0.138
H 9.177 14.272 10.600  0.405
H 10.282 15.311 11.325  0.480
H 8.932 14.812 12.305  0.344
As 14.531 13.396 14.890  2.050
F 16.205 13.269 14.223  -0.705
F 14.672 15.101 14.948  -0.385
F 12.906 13.348 15.499  -0.447
F 14.412 11.688 14.766  -0.486
F 15.089 13.372 16.506  -0.484
F 13.888 13.417 13.239  -0.401
As 14.503 14.112 8.014  2.053
F 16.285 14.292 8.137  -0.458
F 14.832 12.485 7.382  -0.503
F 12.717 13.968 7.956  -0.517
F 14.399 15.702 8.854  -0.502
F 14.594 14.834 6.483  -0.449
F 14.452 13.404 9.726  -0.604
As 19.758 11.422 14.400  2.052
F 20.993 10.416 15.227  -0.488
F 18.740 11.630 15.763  -0.454
F 18.773 12.584 13.455  -0.514
F 20.688 11.240 12.853  -0.582
F 18.802 10.027 13.935  -0.465
F 20.790 12.791 14.766  -0.502

=====

> Among the records above, which one has the lowest E_HOMO?

C29H62NO13

=====

> Which formula does entry 2 have?

C29H62NO13